This record from the OMol25 dataset describes 13 unconnected molecules or ions with the total composition C50H125NO13 in a non-equilibrium geometry. The level of theory is wB97M-V/def2-TZVPD.

Element x y z (Å)
C1 -2.463 2.273 7.910
C2 -1.002 2.115 7.487
O1 -0.602 3.259 6.718
C3 0.662 3.073 6.038
C4 0.881 4.205 5.006
H1 -2.634 3.136 8.545
H2 -3.171 2.358 7.067
H3 -2.773 1.412 8.497
H4 -0.359 1.964 8.363
H5 -0.815 1.203 6.902
H6 1.472 3.012 6.773
H7 0.650 2.153 5.432
H8 1.855 4.033 4.565
H9 0.967 5.219 5.385
H10 0.044 4.182 4.298
C5 0.966 -7.201 -1.388
C6 0.477 -6.825 0.028
O2 1.247 -5.758 0.558
C7 0.681 -4.961 1.556
C8 1.549 -3.716 1.829
H11 1.096 -6.274 -1.914
H12 1.886 -7.755 -1.309
H13 0.288 -7.899 -1.910
H14 -0.573 -6.521 -0.125
H15 0.494 -7.660 0.763
H16 -0.295 -4.645 1.163
H17 0.497 -5.545 2.440
H18 1.022 -3.105 2.568
H19 1.679 -3.057 0.957
H20 2.541 -3.880 2.234
C9 -1.317 -4.588 -2.490
C10 -2.815 -4.447 -2.777
O3 -3.339 -5.786 -2.868
C11 -4.752 -5.837 -3.002
C12 -5.245 -7.224 -2.866
H21 -0.736 -3.744 -2.830
H22 -1.135 -4.551 -1.406
H23 -0.943 -5.480 -2.974
H24 -3.350 -3.872 -1.996
H25 -3.018 -3.965 -3.732
H26 -5.253 -5.127 -2.310
H27 -4.977 -5.378 -3.973
H28 -6.306 -7.176 -2.594
H29 -4.712 -7.775 -2.068
H30 -5.153 -7.873 -3.745
C13 -3.505 3.826 3.597
C14 -3.158 4.539 2.337
O4 -3.344 5.967 2.297
C15 -2.903 6.685 3.411
C16 -3.226 8.173 3.128
H31 -3.045 2.822 3.567
H32 -3.023 4.329 4.416
H33 -4.576 3.698 3.806
H34 -2.102 4.430 2.025
H35 -3.761 4.197 1.467
H36 -3.425 6.402 4.348
H37 -1.811 6.471 3.537
H38 -2.894 8.699 3.999
H39 -4.288 8.141 2.877
H40 -2.764 8.601 2.242
C17 7.276 1.072 3.468
C18 6.370 2.242 3.798
O5 6.001 2.876 2.547
C19 5.043 3.922 2.699
C20 4.502 4.404 1.357
H41 8.189 1.371 2.963
H42 7.501 0.440 4.329
H43 6.824 0.351 2.806
H44 5.484 1.905 4.352
H45 6.900 2.984 4.404
H46 4.222 3.602 3.317
H47 5.434 4.772 3.283
H48 3.626 5.047 1.532
H49 4.165 3.574 0.738
H50 5.161 5.085 0.802
C21 0.334 3.519 -5.351
C22 0.617 2.161 -4.665
O6 2.058 2.036 -4.601
C23 2.381 0.786 -3.931
C24 3.861 0.792 -3.589
H51 0.930 3.645 -6.244
H52 -0.716 3.579 -5.687
H53 0.552 4.338 -4.675
H54 0.123 2.043 -3.698
H55 0.237 1.353 -5.277
H56 1.781 0.682 -3.013
H57 2.194 -0.081 -4.570
H58 4.564 0.859 -4.438
H59 4.015 -0.201 -3.119
H60 4.147 1.525 -2.844
C25 4.835 -5.112 -0.287
C26 5.393 -3.705 -0.453
O7 4.608 -2.784 0.296
C27 5.063 -1.439 -0.008
C28 4.213 -0.502 0.788
H61 5.480 -5.824 -0.836
H62 4.739 -5.411 0.765
H63 3.830 -5.213 -0.720
H64 6.413 -3.633 -0.061
H65 5.518 -3.459 -1.522
H66 6.142 -1.319 0.298
H67 5.031 -1.276 -1.115
H68 4.595 0.495 0.677
H69 4.186 -0.747 1.818
H70 3.167 -0.651 0.537
C29 3.283 -2.178 -7.152
C30 4.060 -2.729 -5.983
O8 3.232 -2.453 -4.804
C31 3.764 -2.833 -3.500
C32 2.655 -2.670 -2.430
H71 2.265 -2.529 -7.158
H72 3.273 -1.063 -7.117
H73 3.638 -2.425 -8.175
H74 4.285 -3.814 -5.954
H75 4.982 -2.248 -5.842
H76 4.191 -3.842 -3.557
H77 4.544 -2.122 -3.287
H78 2.351 -1.620 -2.348
H79 3.196 -2.907 -1.466
H80 1.857 -3.346 -2.672
C33 1.365 2.078 1.500
C34 0.239 1.767 0.491
O9 0.053 0.321 0.329
C35 -1.051 0.018 -0.440
C36 -1.441 -1.449 -0.336
H81 1.241 1.470 2.404
H82 2.366 1.901 1.094
H83 1.270 3.145 1.758
H84 -0.725 2.193 0.777
H85 0.513 2.208 -0.465
H86 -1.886 0.664 -0.198
H87 -0.823 0.264 -1.493
H88 -2.300 -1.657 -0.997
H89 -1.747 -1.583 0.704
H90 -0.574 -2.105 -0.618
C37 2.288 4.601 -2.367
C38 0.931 5.333 -2.143
O10 -0.075 4.364 -1.899
C39 -1.447 4.758 -1.818
C40 -1.767 5.753 -0.734
H91 2.268 4.023 -3.319
H92 3.101 5.308 -2.382
H93 2.559 3.867 -1.604
H94 1.023 5.988 -1.239
H95 0.631 5.924 -3.003
H96 -1.777 5.086 -2.836
H97 -2.016 3.838 -1.657
H98 -2.829 5.986 -0.684
H99 -1.382 6.731 -1.071
H100 -1.370 5.472 0.242
C41 -3.389 -5.675 0.651
C42 -3.937 -4.384 1.311
O11 -4.162 -3.405 0.287
C43 -4.788 -2.188 0.660
C44 -5.531 -1.634 -0.481
H101 -2.438 -5.425 0.123
H102 -3.139 -6.410 1.416
H103 -4.131 -5.880 -0.114
H104 -4.855 -4.613 1.845
H105 -3.308 -3.939 2.120
H106 -5.375 -2.368 1.579
H107 -4.015 -1.449 0.900
H108 -5.987 -0.698 -0.138
H109 -6.313 -2.306 -0.852
H110 -4.836 -1.409 -1.292
C45 -3.012 -0.282 -3.832
C46 -3.538 1.147 -3.656
O12 -4.308 1.159 -2.431
C47 -4.970 2.337 -2.195
C48 -5.803 2.290 -0.912
H111 -2.310 -0.445 -4.656
H112 -2.419 -0.638 -2.981
H113 -3.829 -0.974 -3.957
H114 -2.774 1.941 -3.690
H115 -4.254 1.369 -4.497
H116 -4.287 3.200 -2.084
H117 -5.719 2.487 -2.977
H118 -6.602 1.570 -1.059
H119 -6.359 3.208 -0.768
H120 -5.200 2.033 -0.040
O13 -2.360 -1.934 3.259
C49 -1.455 -1.395 3.924
N1 -1.004 -1.907 5.102
C50 -0.750 -0.153 3.415
H121 -1.472 -2.762 5.351
H122 -0.185 -1.598 5.565
H123 -1.451 0.665 3.568
H124 -0.501 -0.245 2.350
H125 0.166 0.169 3.909

Summary:
Calculated total energy, Eh: -3012.6718
HOMO level, eV: -9.0
Gap between HOMO and LUMO, eV: 9.496